1.
{
  "formula": "C2H9NS",
  "method": "wB97M-V/def2-TZVPD",
  "max_force_ev_per_a": 1.26,
  "gap_ha": [0.1547, 0.2511],
  "e_above_lowest_kcal_mol": 9.0,
  "charge": -1,
  "e_homo_ev": [-0.2, -2.9],
  "s2": 0.75,
  "energy_ev": -14543.2181,
  "multiplicity": 2,
  "mol_weight_g_mol": 79.168,
  "lumo_ha": [0.1478, 0.1463],
  "symbols": ["C", "S", "H", "H", "H", "C", "N", "H", "H", "H", "H", "H", "H"],
  "positions_angstrom": [[0.9096, 1.2751, 1.1270], [-0.8985, 1.1452, 0.8818], [1.3034, 0.4519, 1.7235], [1.4331, 1.4108, 0.1769], [1.1510, 2.2034, 1.6499], [1.0113, -1.4569, -1.4977], [-0.3892, -1.7749, -1.2081], [1.2431, -0.4304, -1.2266], [1.7026, -2.1009, -0.9611], [1.2403, -1.5656, -2.5562], [-1.0384, -1.4470, -1.9589], [-0.6797, -1.2405, -0.3670], [-0.5661, -2.8186, -1.1526]],
  "forces_ev_per_a": [[-0.26, 0.71, 0.02], [0.10, -0.49, -0.24], [0.20, -0.11, -0.23], [0.15, -0.50, -0.07], [-0.06, 0.00, 0.31], [1.08, 0.41, -0.49], [-0.49, 0.29, -0.09], [-0.33, 0.04, 0.13], [-0.31, -0.19, 0.24], [-0.30, -0.19, -0.10], [0.29, 0.00, -0.11], [-0.14, 0.00, 0.39], [0.08, 0.01, 0.23]],
  "lowdin_charge": [-0.75, -0.02, -0.02, -0.03, -0.03, -0.26, -0.04, 0.05, 0.05, 0.03, 0.03, 0.01, -0.02]
}



2.
{
  "formula": "C21H42O7",
  "method": "wB97M-V/def2-TZVPD",
  "max_force_ev_per_a": 1.00,
  "gap_ha": 0.3490,
  "e_above_lowest_kcal_mol": 9.0,
  "e_homo_ev": -9.2,
  "energy_ev": -36789.8407,
  "mol_weight_g_mol": 406.560,
  "lumo_ha": 0.0091,
  "smiles": "CC(C)=O.CC(C)=O.CC(C)=O.CC(C)=O.CC(C)=O.CC(C)=O.CC(C)=O",
  "symbols": ["C", "C", "C", "O", "H", "H", "H", "H", "H", "H", "C", "C", "C", "O", "H", "H", "H", "H", "H", "H", "C", "C", "C", "O", "H", "H", "H", "H", "H", "H", "C", "C", "C", "O", "H", "H", "H", "H", "H", "H", "C", "C", "C", "O", "H", "H", "H", "H", "H", "H", "C", "C", "C", "O", "H", "H", "H", "H", "H", "H", "C", "C", "C", "O", "H", "H", "H", "H", "H", "H"],
  "positions_angstrom": [[-10.4012, 1.1379, 7.1633], [-9.9287, 2.5387, 7.3858], [-8.5863, 2.9020, 6.7989], [-10.6017, 3.3538, 7.9685], [-9.5666, 0.4400, 7.2775], [-10.7601, 0.9838, 6.1419], [-11.2192, 0.9293, 7.8468], [-8.2835, 2.2078, 6.0147], [-7.8114, 2.8769, 7.5711], [-8.6138, 3.9230, 6.4239], [-13.7034, 1.0150, 14.8462], [-12.4812, 0.1302, 14.7977], [-12.5720, -1.2004, 15.4914], [-11.4713, 0.4831, 14.2363], [-14.6006, 0.4331, 14.6361], [-13.5889, 1.8088, 14.1122], [-13.7964, 1.4577, 15.8394], [-13.3562, -1.8486, 15.1069], [-12.8123, -0.9934, 16.5454], [-11.5957, -1.6766, 15.4904], [-10.1224, -6.0521, 11.9156], [-10.5807, -6.5448, 10.5664], [-11.8033, -5.8324, 10.0391], [-9.9619, -7.3418, 9.9053], [-9.7710, -5.0356, 11.7160], [-9.3133, -6.6252, 12.3631], [-10.9286, -6.0201, 12.6493], [-12.6668, -5.9894, 10.6870], [-12.0805, -6.1703, 9.0377], [-11.6426, -4.7568, 9.9200], [-10.1866, -2.0352, 11.7174], [-10.3803, -1.3209, 10.3992], [-9.9799, -2.0390, 9.1155], [-10.8309, -0.2037, 10.3426], [-9.1378, -2.2391, 11.9418], [-10.7586, -2.9662, 11.7080], [-10.5707, -1.4014, 12.5181], [-10.7404, -1.7702, 8.3800], [-9.8923, -3.1132, 9.2512], [-9.0569, -1.5894, 8.7479], [-14.2005, -0.6795, 3.7808], [-13.4225, -0.1706, 4.9833], [-13.1409, -1.1334, 6.1197], [-13.0664, 0.9796, 5.0440], [-13.5345, -0.7814, 2.9225], [-14.9955, 0.0173, 3.5269], [-14.6418, -1.6616, 3.9589], [-12.1809, -1.6356, 5.9808], [-13.9056, -1.9154, 6.1552], [-13.1589, -0.6495, 7.0941], [-7.9379, -3.8290, 6.7937], [-8.8833, -4.6997, 5.9800], [-10.3043, -4.8393, 6.4511], [-8.5083, -5.2593, 4.9820], [-8.0790, -2.7684, 6.5933], [-6.9310, -4.0750, 6.4522], [-7.9989, -4.0958, 7.8480], [-10.8000, -3.8657, 6.3585], [-10.3703, -5.1560, 7.4923], [-10.8425, -5.5440, 5.8221], [-7.9806, 1.2222, 16.8598], [-8.7115, 0.0814, 16.1875], [-8.4092, -0.2089, 14.7412], [-9.5254, -0.5651, 16.7987], [-7.2640, 1.7003, 16.1923], [-7.4946, 0.8667, 17.7647], [-8.7311, 1.9633, 17.1368], [-7.4231, -0.6911, 14.7282], [-8.3447, 0.6935, 14.1331], [-9.1730, -0.8646, 14.3436]],
  "forces_ev_per_a": [[-0.02, -0.47, -0.02], [-0.11, 0.29, -0.32], [0.31, 0.09, 0.00], [0.08, 0.02, 0.09], [-0.09, -0.03, 0.24], [-0.02, 0.35, -0.03], [0.09, -0.17, 0.08], [-0.04, 0.07, -0.05], [-0.13, -0.08, 0.07], [-0.05, -0.01, -0.06], [0.15, 0.03, -0.18], [-0.19, -0.11, -0.19], [0.26, 0.21, 0.79], [0.13, 0.05, -0.06], [-0.06, 0.03, 0.08], [-0.05, 0.03, 0.02], [-0.05, -0.06, 0.03], [-0.04, 0.05, -0.18], [-0.06, -0.13, -0.18], [-0.03, -0.13, -0.15], [0.13, -0.09, 0.20], [0.19, 0.27, -0.08], [-0.53, -0.07, -0.72], [-0.10, -0.08, 0.08], [-0.02, 0.05, 0.33], [0.08, -0.12, -0.35], [-0.14, 0.22, -0.17], [0.08, 0.13, 0.14], [0.18, -0.31, 0.15], [0.12, 0.01, 0.43], [-0.37, 0.34, 0.25], [0.33, 0.00, -0.09], [-0.44, 0.55, 0.27], [-0.07, -0.03, 0.05], [0.02, -0.18, -0.28], [0.18, -0.09, 0.01], [-0.04, 0.01, -0.07], [0.00, -0.29, -0.07], [0.14, -0.05, -0.15], [0.18, -0.24, 0.13], [0.05, -0.46, 0.14], [-0.23, 0.08, 0.11], [-0.51, -0.55, 0.12], [0.11, 0.09, -0.09], [0.04, 0.16, 0.01], [0.09, 0.15, -0.02], [0.03, 0.07, 0.04], [0.06, 0.11, -0.07], [0.12, 0.00, -0.12], [0.24, 0.31, -0.14], [0.51, -0.74, -0.45], [0.03, 0.12, 0.15], [-0.37, 0.21, -0.06], [0.14, -0.07, -0.23], [-0.32, 0.05, 0.28], [-0.02, 0.05, 0.02], [-0.17, 0.39, 0.09], [0.05, -0.02, 0.15], [0.11, 0.05, 0.03], [0.09, -0.07, -0.01], [-0.04, 0.09, -0.32], [-0.11, 0.31, -0.21], [0.30, -0.05, 0.17], [-0.18, -0.27, 0.24], [0.07, -0.06, 0.10], [0.03, 0.01, 0.05], [0.02, 0.01, 0.09], [-0.09, 0.00, -0.16], [-0.03, 0.05, 0.10], [0.02, -0.11, -0.05]],
  "lowdin_charge": [-0.03, -0.50, -0.03, 0.08, 0.07, 0.08, 0.07, 0.07, 0.09, 0.08, -0.02, -0.50, -0.02, 0.06, 0.08, 0.08, 0.09, 0.08, 0.10, 0.07, -0.02, -0.50, -0.03, 0.08, 0.07, 0.09, 0.09, 0.09, 0.08, 0.07, -0.01, -0.48, -0.02, 0.08, 0.09, 0.07, 0.06, 0.07, 0.05, 0.08, -0.02, -0.48, -0.03, 0.07, 0.09, 0.09, 0.07, 0.07, 0.08, 0.08, -0.02, -0.49, -0.01, 0.08, 0.08, 0.08, 0.07, 0.07, 0.06, 0.09, -0.02, -0.50, -0.03, 0.06, 0.07, 0.08, 0.09, 0.09, 0.09, 0.05]
}